[1]
Here is C19H26FeNO as an isolated structure from the Open Molecules 2025 dataset. Energies are from ωB97M-V/def2-TZVPD.

Positions of all 48 atoms, in Å:
C (2.50, 1.02, 0.37)
C (0.99, 0.79, 0.57)
C (0.39, 1.94, 1.51)
N (-0.03, 1.89, 2.78)
C (-0.81, 3.09, 3.25)
C (-1.35, 3.00, 4.69)
O (-1.61, 1.69, 5.10)
C (-0.45, 0.87, 5.08)
C (0.11, 0.67, 3.65)
H (3.07, 0.32, 1.00)
H (2.85, 0.91, -0.66)
H (2.81, 2.03, 0.68)
H (0.73, -0.06, 1.20)
H (0.43, 2.96, 1.15)
H (-0.18, 3.97, 3.17)
H (-1.69, 3.23, 2.59)
H (-0.63, 3.50, 5.34)
H (-2.31, 3.53, 4.75)
H (0.37, 1.28, 5.71)
H (-0.79, -0.09, 5.51)
H (-0.44, -0.20, 3.22)
H (1.17, 0.38, 3.76)
C (-0.01, 1.73, -1.63)
C (0.33, 0.51, -0.73)
C (0.85, -0.70, -1.71)
C (1.13, -2.05, -1.27)
C (1.61, -2.85, -2.39)
C (1.61, -2.03, -3.57)
C (1.08, -0.72, -3.19)
Fe (-0.19, -2.13, -2.74)
C (-1.40, -2.54, -4.23)
C (-1.92, -1.48, -3.38)
C (-2.01, -2.00, -2.02)
C (-1.54, -3.37, -2.03)
C (-1.17, -3.70, -3.40)
H (-1.09, 1.86, -1.66)
H (0.42, 2.69, -1.29)
H (0.28, 1.59, -2.69)
H (-0.63, 0.11, -0.41)
H (1.01, -2.36, -0.24)
H (1.99, -3.87, -2.32)
H (1.96, -2.31, -4.57)
H (0.95, 0.12, -3.87)
H (-1.29, -2.50, -5.31)
H (-2.26, -0.49, -3.70)
H (-2.44, -1.49, -1.16)
H (-1.54, -4.07, -1.19)
H (-0.83, -4.68, -3.73)

Summary:
* charge: -1
* DFT total energy: -58042.00450 eV
* Kohn-Sham gap (spin up / spin down): 3.168 / 5.178 eV
* relative energy (zero: lowest compared OMol25 entry of this formula, charge and spin): 0.4660 eV
* 2S+1: 5



[2]
Here is C30H31BrIrN6O3 as an isolated structure from the Open Molecules 2025 dataset. Energies are from ωB97M-V/def2-TZVPD.

Positions of all 72 atoms, in Å:
Ir (0.14, 0.14, 0.28)
C (-0.01, -3.88, -7.03)
O (-0.36, -3.45, -5.73)
C (-1.45, -3.97, -5.12)
C (-2.26, -4.97, -5.63)
C (-3.31, -5.47, -4.88)
C (-3.53, -5.02, -3.58)
C (-2.75, -4.02, -3.06)
C (-1.74, -3.44, -3.83)
N (-0.93, -2.41, -3.40)
C (-0.97, -1.67, -2.23)
N (-2.20, -1.33, -1.79)
C (-2.67, -0.75, -0.62)
C (-1.89, -0.18, 0.39)
C (-2.53, 0.32, 1.52)
C (-3.92, 0.32, 1.62)
C (-4.70, -0.22, 0.61)
C (-4.09, -0.77, -0.51)
O (-4.73, -1.37, -1.53)
C (-6.15, -1.46, -1.52)
N (0.13, -1.25, -1.67)
C (1.38, -1.65, -2.04)
C (2.44, -0.68, -1.76)
C (3.88, -0.94, -2.21)
C (4.07, -2.27, -2.78)
C (3.09, -3.24, -2.76)
C (1.78, -2.99, -2.34)
O (0.82, -3.94, -2.17)
C (1.09, -5.29, -2.48)
H (0.86, -3.28, -7.30)
H (-0.81, -3.69, -7.74)
H (0.26, -4.94, -7.05)
H (-2.08, -5.37, -6.61)
H (-3.95, -6.24, -5.30)
H (-4.29, -5.47, -2.97)
H (-2.89, -3.70, -2.04)
H (-0.08, -2.30, -3.95)
H (-2.97, -1.56, -2.42)
H (-1.96, 0.75, 2.33)
H (-4.39, 0.76, 2.49)
H (-5.77, -0.21, 0.70)
H (-6.40, -2.04, -2.41)
H (-6.62, -0.48, -1.58)
H (-6.50, -1.99, -0.63)
H (2.12, 0.34, -1.95)
H (4.31, -0.17, -2.85)
H (5.03, -2.50, -3.20)
H (3.35, -4.23, -3.11)
H (0.16, -5.82, -2.28)
H (1.89, -5.70, -1.85)
H (1.34, -5.40, -3.54)
N (0.36, -1.53, 2.87)
C (0.41, -2.76, 3.40)
C (0.32, -3.66, 2.36)
C (0.23, -2.87, 1.21)
N (0.26, -1.58, 1.53)
H (0.41, -0.65, 3.36)
H (0.48, -2.92, 4.46)
H (0.33, -4.72, 2.42)
H (0.14, -3.19, 0.19)
C (4.97, 0.58, -0.40)
C (4.37, -0.72, -0.68)
C (2.90, -0.81, -0.23)
N (2.30, 0.19, 0.55)
C (2.95, 1.33, 0.71)
C (4.25, 1.56, 0.23)
H (6.01, 0.75, -0.66)
H (5.01, -1.55, -0.36)
H (2.65, -1.80, 0.14)
H (2.46, 2.11, 1.28)
H (4.69, 2.52, 0.43)
Br (-0.15, 2.23, -0.77)

Summary:
* charge: +2
* DFT total energy: -119559.68887 eV
* Kohn-Sham gap (spin up / spin down): 4.453 / 3.957 eV
* relative energy (zero: lowest compared OMol25 entry of this formula, charge and spin): 4.6918 eV
* 2S+1: 2



[3]
Here is one molecule with the formula H4N3P from the Open Molecules 2025 dataset. Energies are from ωB97M-V/def2-TZVPD.

Positions of all 8 atoms, in Å:
N (0.33, -0.01, -0.60)
N (-2.59, 0.05, 1.32)
N (1.49, -0.50, -0.01)
P (-1.49, 0.37, 0.31)
H (1.86, 0.07, 0.79)
H (1.43, -1.56, 0.12)
H (-1.70, 0.75, -1.03)
H (0.68, 0.82, -0.91)

Summary:
* DFT total energy: -13817.48645 eV
* Kohn-Sham gap (spin up / spin down): 7.511 / 7.405 eV
* relative energy (zero: lowest compared OMol25 entry of this formula, charge and spin): 2.2776 eV
* 2S+1: 3



[4]
Here is C22H25N2O8S2Sr as an isolated structure from the Open Molecules 2025 dataset. Energies are from ωB97M-V/def2-TZVPD.

Positions of all 60 atoms, in Å:
Sr (-0.33, 0.36, 0.39)
O (-0.14, 3.46, 3.33)
C (-0.63, 2.65, 2.54)
O (-0.20, 2.34, 1.40)
C (-1.84, 1.84, 3.08)
C (-1.28, 0.53, 3.66)
C (-2.22, -0.03, 4.74)
C (-3.39, -0.53, 3.86)
C (-2.87, -0.22, 2.45)
O (-1.45, -0.42, 2.59)
C (-2.97, 1.28, 2.17)
C (-2.95, 1.62, 0.65)
O (-3.43, 2.69, 0.30)
O (-2.48, 0.71, -0.11)
H (-2.27, 2.44, 3.88)
H (-0.23, 0.57, 3.95)
H (-2.51, 0.73, 5.46)
H (-1.75, -0.85, 5.27)
H (-4.33, -0.01, 4.06)
H (-3.56, -1.60, 3.99)
H (-3.25, -0.85, 1.65)
H (-3.92, 1.68, 2.53)
O (0.36, -1.49, -5.09)
C (0.95, -2.48, -4.38)
C (1.40, -3.62, -5.04)
C (1.97, -4.67, -4.35)
C (2.08, -4.60, -2.97)
C (1.62, -3.47, -2.31)
C (1.07, -2.39, -2.99)
C (0.65, -1.20, -2.16)
O (0.46, -1.41, -0.92)
N (0.58, -0.07, -2.80)
N (0.31, 1.02, -1.99)
C (-0.41, 1.89, -2.57)
S (-0.76, 3.43, -1.82)
C (-2.33, 3.61, -2.71)
C (-2.07, 3.20, -4.14)
S (-1.16, 1.62, -4.14)
H (0.32, -1.75, -6.02)
H (1.29, -3.68, -6.12)
H (2.32, -5.54, -4.89)
H (2.51, -5.42, -2.41)
H (1.67, -3.40, -1.24)
H (-2.64, 4.65, -2.63)
H (-3.06, 2.98, -2.21)
H (-1.48, 3.96, -4.66)
H (-3.00, 3.05, -4.68)
C (4.42, -0.50, 1.35)
C (4.03, 0.50, 2.44)
C (2.60, 0.10, 2.75)
O (2.05, -0.24, 1.48)
C (3.08, -0.82, 0.67)
H (4.85, -1.40, 1.79)
H (5.14, -0.09, 0.65)
H (4.04, 1.52, 2.06)
H (4.68, 0.46, 3.32)
H (1.99, 0.91, 3.16)
H (2.56, -0.77, 3.42)
H (2.99, -0.40, -0.33)
H (2.90, -1.90, 0.60)

Summary:
* charge: -1
* DFT total energy: -65091.80404 eV
* Kohn-Sham gap: 7.282 eV
* relative energy (zero: lowest compared OMol25 entry of this formula, charge and spin): 1.3838 eV
* 2S+1: 1



[5]
Here is C28H33GeN3O2PtSeTe4 as an isolated structure from the Open Molecules 2025 dataset. Energies are from ωB97M-V/def2-TZVPD.

Positions of all 73 atoms, in Å:
Pt (1.31, 0.76, 0.34)
C (0.95, 4.60, -1.93)
O (0.07, 4.57, -0.74)
C (0.23, 3.40, -0.19)
N (1.03, 2.57, -0.77)
C (1.65, 3.22, -1.94)
C (1.48, 2.44, -3.22)
C (2.60, 2.00, -3.92)
C (2.45, 1.30, -5.11)
C (1.18, 1.04, -5.60)
C (0.06, 1.49, -4.91)
C (0.21, 2.19, -3.73)
C (-0.41, 3.08, 1.09)
C (-1.20, 3.91, 1.86)
C (-1.59, 3.45, 3.13)
C (-1.15, 2.19, 3.57)
C (-0.36, 1.45, 2.70)
N (-0.04, 1.89, 1.52)
C (0.28, 0.16, 2.96)
N (1.06, -0.39, 2.09)
C (1.71, -1.57, 2.71)
C (0.96, -1.65, 4.06)
O (0.12, -0.45, 4.11)
C (1.69, -2.83, 1.89)
C (2.74, -3.73, 2.05)
C (2.74, -4.93, 1.36)
C (1.70, -5.24, 0.50)
C (0.66, -4.34, 0.33)
C (0.65, -3.14, 1.03)
H (1.63, 5.44, -1.79)
H (0.31, 4.77, -2.79)
H (2.71, 3.32, -1.72)
H (3.59, 2.21, -3.53)
H (3.32, 0.97, -5.65)
H (1.06, 0.51, -6.53)
H (-0.93, 1.31, -5.31)
H (-0.67, 2.55, -3.20)
H (-1.49, 4.89, 1.50)
H (-2.20, 4.07, 3.77)
H (-1.40, 1.80, 4.54)
H (2.76, -1.30, 2.87)
H (1.62, -1.60, 4.93)
H (0.30, -2.52, 4.13)
H (3.56, -3.48, 2.72)
H (3.56, -5.62, 1.50)
H (1.71, -6.17, -0.04)
H (-0.16, -4.59, -0.34)
H (-0.17, -2.44, 0.90)
Te (3.26, 2.23, 1.59)
Te (5.18, 0.44, 2.16)
Te (5.57, 0.07, -0.47)
Te (3.04, -0.64, -1.05)
C (-3.44, -2.85, 0.09)
Ge (-3.49, -0.92, 0.37)
C (-2.69, -0.46, 2.09)
C (-5.28, -0.19, 0.20)
C (-2.44, -0.05, -1.07)
Se (-0.49, -0.12, -1.30)
C (-0.25, -1.91, -2.04)
H (-4.29, -3.31, 0.59)
H (-2.53, -3.29, 0.51)
H (-3.50, -3.10, -0.97)
H (-3.17, -1.01, 2.90)
H (-2.79, 0.60, 2.30)
H (-1.63, -0.73, 2.08)
H (-5.92, -0.65, 0.95)
H (-5.70, -0.40, -0.78)
H (-5.28, 0.88, 0.36)
H (-2.65, 1.02, -1.13)
H (-2.73, -0.47, -2.03)
H (-1.24, -2.34, -2.17)
H (0.33, -2.54, -1.38)
H (0.23, -1.79, -3.01)

Summary:
* charge: +2
* DFT total energy: -192406.35215 eV
* Kohn-Sham gap: 5.420 eV
* 2S+1: 1



[6]
Here is a 11-piece molecular cluster, C4H32N2O11 overall from the Open Molecules 2025 dataset. Energies are from ωB97M-V/def2-TZVPD.

Positions of all 49 atoms, in Å:
N (2.60, 1.66, 1.49)
C (1.54, 0.63, 1.55)
C (0.55, 1.01, 0.45)
N (-0.10, 2.30, 0.82)
C (-0.34, -0.19, 0.23)
C (-1.13, -0.11, -1.04)
O (-2.13, 0.90, -1.27)
H (3.23, 1.66, 2.27)
H (3.10, 1.67, 0.61)
H (1.95, -0.40, 1.49)
H (1.05, 0.60, 2.52)
H (1.15, 1.33, -0.43)
H (0.68, 2.88, 1.11)
H (-0.71, 2.09, 1.63)
H (-0.99, -0.31, 1.10)
H (0.13, -1.18, 0.28)
H (-0.58, -0.32, -2.00)
H (-1.79, -0.96, -1.16)
H (-1.54, 1.67, -1.53)
O (3.33, 0.87, -1.24)
H (4.24, 1.13, -1.45)
H (3.06, 0.53, -2.11)
O (3.19, -1.82, -0.52)
H (3.32, -0.87, -0.33)
H (4.07, -2.12, -0.77)
O (-0.97, 3.16, -2.03)
H (-0.14, 3.46, -1.61)
H (-1.45, 3.24, -1.17)
O (-3.66, 0.58, 0.93)
H (-3.28, 0.73, 0.04)
H (-3.60, 1.34, 1.51)
O (-1.56, -3.67, 0.23)
H (-2.30, -3.05, 0.11)
H (-0.79, -3.38, -0.28)
O (0.50, -2.78, -1.65)
H (0.39, -1.97, -2.17)
H (1.46, -2.85, -1.54)
O (1.81, 0.93, -3.59)
H (1.18, 0.71, -4.28)
H (1.38, 1.71, -3.22)
O (-1.44, 0.97, 3.20)
H (-1.95, 0.16, 3.05)
H (-1.92, 1.25, 3.99)
O (-3.59, -1.91, 0.05)
H (-4.50, -1.82, 0.35)
H (-3.14, -1.10, 0.35)
O (-0.15, -2.52, 2.28)
H (-0.84, -2.89, 1.68)
H (0.66, -2.98, 2.05)

Summary:
* DFT total energy: -30169.94087 eV
* Kohn-Sham gap: 8.933 eV
* relative energy (zero: lowest compared OMol25 entry of this formula, charge and spin): 2.1769 eV
* structure (SMILES): NC[C@H](N)CCO.O.O.O.O.O.O.O.O.O.O
* 2S+1: 1



Q: DFT total energy of number 3 (H4N3P)?
A: -13817.48645 eV



Q: 2S+1 of number 3 (H4N3P)?
A: 3



Q: Which value of 2S+1 does entry 1 give?
A: 5